Entry from the OMol25 dataset: a cluster of 3 separate species, C22H48ClN3O3PS in total in a non-equilibrium geometry (ωB97M-V/def2-TZVPD).

Structure (XYZ):
```
79
C22H48ClN3O3PS, DFT ωB97M-V/def2-TZVPD
C -1.1170 -1.3978 2.0278
C -1.2679 -2.9193 1.8510
C -0.2257 -3.4818 0.8787
C -0.5012 -3.1622 -0.6091
C -1.9692 -2.8883 -0.9670
C -2.1330 -2.4206 -2.4431
C -2.6689 -0.9765 -2.5273
C -1.7303 0.0592 -1.8520
C -2.4678 1.0092 -0.8737
C -2.1164 2.4954 -1.0369
C -0.7466 2.9009 -0.4158
C 0.3813 3.0247 -1.4774
P 1.9794 2.0568 -1.1831
S 2.2177 2.7913 0.9340
O 0.9741 0.5807 -0.6071
C 1.6487 -0.2565 0.0756
N 2.3469 -1.0500 0.5543
C 3.1470 3.4630 -1.9229
Cl 3.2204 5.0230 -0.9746
C 2.8210 3.8272 -3.3695
C 3.1319 2.6911 -4.3798
H -0.2206 -1.1945 2.6176
H -1.9913 -1.0053 2.5494
H -1.0484 -0.8889 1.0626
H -1.0865 -3.3706 2.8363
H -2.2973 -3.1722 1.5985
H -0.0834 -4.5503 1.0661
H 0.7280 -3.0070 1.1412
H -0.1814 -4.0324 -1.1977
H 0.1178 -2.3332 -0.9614
H -2.3685 -2.0745 -0.3527
H -2.6128 -3.7527 -0.7862
H -1.2084 -2.5370 -3.0123
H -2.9239 -3.0419 -2.8808
H -3.6482 -0.9471 -2.0400
H -2.7766 -0.7076 -3.5840
H -1.0086 -0.5085 -1.2672
H -1.2081 0.6425 -2.6109
H -2.3500 0.7094 0.1718
H -3.5451 0.9128 -1.0849
H -2.8755 3.0602 -0.4748
H -2.2197 2.8050 -2.0798
H -0.9100 3.9038 -0.0060
H -0.4908 2.2606 0.4242
H -0.0313 2.6523 -2.4236
H 0.5844 4.0829 -1.6517
H 3.1575 1.2639 -0.9558
H 1.8973 1.4652 -2.5071
H 1.3354 2.0174 1.6036
H 4.1720 3.0876 -1.8923
H 3.4754 4.6674 -3.6369
H 1.8032 4.1863 -3.5218
H 2.1773 2.2870 -4.7329
H 3.6701 1.8565 -3.9325
H 3.6274 3.0751 -5.2743
C 7.6098 -1.2300 3.2638
O 7.8495 -0.1514 3.7741
N 6.5756 -1.4920 2.4463
C 6.3624 -2.8079 1.8806
C 5.6338 -0.4301 2.1123
H 8.2504 -2.1135 3.4407
H 6.3865 -2.7514 0.7906
H 5.3897 -3.1926 2.1925
H 7.1397 -3.4931 2.2169
H 6.1594 0.3918 1.6260
H 5.1694 -0.0493 3.0212
H 4.8633 -0.8163 1.4490
C -4.6428 -0.5304 1.8282
O -4.2999 -1.6903 1.7258
N -5.8452 -0.1202 2.2858
C -6.1914 1.2831 2.3817
C -6.8142 -1.1220 2.6911
H -3.9784 0.3036 1.5456
H -6.4197 1.5407 3.4186
H -7.0656 1.4945 1.7617
H -5.3612 1.8982 2.0408
H -6.4025 -1.7323 3.4961
H -7.0440 -1.7777 1.8502
H -7.7249 -0.6355 3.0326
```

As for the total charge: -1. For the calculated total energy, the calculation gives -2456.775438 hartree.

Here are the Löwdin charges for atoms 1 to 8, given in e: C -0.097; C -0.266; C -0.209; C -0.197; C -0.209; C -0.203; C -0.204; C -0.179